1.
This record from the Open Molecules 2025 dataset describes 3 unconnected molecules or ions with the total composition C21H40FN6O5S. The level of theory is ωB97M-V with the def2-TZVPD basis set.

Geometry as XYZ:
```
74
Properties=species:S:1:pos:R:3:forces:R:3:lowdin_charge:R:1
S 0.650256 -3.935795 -3.122056 -0.369 -0.351 0.529 1.03
F 3.562478 1.383003 -2.909543 0.338 -0.321 0.201 -0.02
O 1.792093 -2.654672 1.221701 0.387 0.876 -0.674 0.06
O 3.087934 -1.902361 2.917206 -0.502 0.426 -1.826 0.15
O -0.344472 -3.434549 6.635403 -0.235 -0.047 -0.024 -0.16
O -3.534635 3.912741 -1.999688 0.260 -0.299 0.067 -0.19
O 3.173600 -3.204502 -3.883553 -0.267 0.356 1.943 0.05
N -0.801139 -0.074475 1.105902 0.392 -0.243 0.423 0.16
N 0.530403 0.527700 -0.464906 0.202 -0.197 -0.153 0.10
N 3.145520 -3.674563 -5.992261 0.487 0.035 -0.612 0.07
N -0.714671 0.195170 -0.142821 -0.963 -0.001 -0.105 -0.06
N 0.404942 0.040913 1.629465 -0.889 -0.400 1.005 0.16
N 1.929548 -3.978772 -5.470796 -1.264 -0.646 -1.167 0.05
C 2.581821 2.334957 -3.030942 -0.457 0.564 -0.266 -0.20
C -1.924370 0.108704 -0.985733 -0.307 0.093 -0.746 -0.06
C 3.368873 -0.823973 0.787623 -0.521 -0.244 -0.336 -0.06
C 2.756520 -1.806725 1.754450 0.329 -0.771 2.352 -0.47
C 2.679363 0.565671 0.819877 0.760 -0.661 -0.153 -0.06
C -4.009180 4.807716 -1.002214 -0.123 0.143 0.087 -0.28
C -3.616503 5.521110 -3.866337 0.054 0.039 0.125 -0.07
C 1.650974 2.316574 -1.847664 -0.731 -0.175 -0.110 -0.12
C -3.992203 4.154159 -3.323395 -0.101 0.099 -0.119 -0.28
C 1.944533 -3.711320 -4.232788 0.672 0.686 0.339 -0.70
C 0.290541 -3.118447 7.862238 0.127 0.023 0.091 -0.28
C -1.067917 -2.136103 -1.935175 -0.398 0.148 -0.402 -0.23
C 0.439618 -3.282528 5.469943 0.143 0.069 -0.077 -0.29
C 1.225626 0.384115 0.676913 0.515 0.983 -0.778 -0.25
C -5.519772 4.819414 -0.853152 -0.018 -0.085 -0.143 -0.07
C 3.837287 -3.205653 -5.017615 0.218 -0.394 -1.376 -0.20
C 0.780436 -1.683290 7.952394 -0.014 0.041 -0.139 -0.08
C 1.690302 -4.143392 5.439647 0.014 -0.074 0.098 -0.07
C 0.957985 0.935133 -1.802785 0.493 0.878 -0.063 -0.07
C -1.810987 -0.803861 -2.207032 0.437 -0.210 0.201 -0.15
C 0.317128 -2.233867 -2.571044 0.176 0.018 0.160 -0.48
H -2.265672 1.115074 -1.216268 0.182 0.221 -0.188 0.13
H 2.002378 2.127250 -3.929494 0.050 -0.176 -0.221 0.13
H 3.085054 1.100418 -0.025214 0.021 0.225 -0.182 0.10
H -4.061988 6.329149 -3.286216 -0.070 -0.002 -0.051 0.07
H -2.533975 5.657331 -3.844299 0.003 -0.007 -0.031 0.08
H 2.217697 -4.002046 4.496142 -0.006 0.016 -0.003 0.06
H -0.047019 -0.988356 7.800532 -0.012 -0.006 0.035 0.08
H 1.066927 -1.973076 -1.830352 0.297 0.178 -0.056 0.05
H -3.559520 4.473392 -0.066342 0.071 -0.073 -0.057 0.11
H 1.626580 0.196888 -2.221154 0.063 -0.421 0.142 0.12
H 0.696459 -2.226456 5.318390 0.070 -0.011 0.010 0.10
H 1.540889 -1.461327 7.202117 0.061 -0.030 0.054 0.06
H 2.379527 -3.892909 6.246644 0.031 0.065 -0.045 0.07
H 4.424556 -0.726741 0.994192 0.198 0.105 0.079 0.14
H 2.945514 1.118695 1.711895 -0.281 -0.019 0.323 0.15
H 0.378417 -1.579535 -3.435304 0.107 0.059 -0.133 0.08
H 1.108169 -3.820182 8.058935 0.047 0.038 -0.022 0.11
H 0.079842 1.011245 -2.421661 -0.280 -0.261 -0.100 0.12
H 0.929202 -2.392950 1.558458 -0.110 -0.316 0.536 0.09
H -2.687413 -0.314645 -0.350754 0.134 -0.055 0.611 0.14
H -5.889371 3.818676 -0.624978 -0.001 0.009 0.041 0.08
H 1.431164 -5.197861 5.544081 -0.026 0.001 -0.018 0.08
H 3.024332 3.316661 -3.166824 0.259 0.070 0.116 0.13
H 4.849537 -2.881642 -5.140659 0.258 0.251 0.546 0.14
H -3.958998 5.622723 -4.895859 0.003 -0.021 -0.006 0.08
H -1.693718 -2.914291 -2.358548 -0.068 -0.258 0.047 0.10
H -5.812368 5.492335 -0.047654 0.020 -0.009 0.020 0.08
H 2.112315 2.613190 -0.915502 0.263 -0.073 0.103 0.11
H 0.878888 3.051720 -2.057636 -0.064 0.285 0.109 0.13
H -5.073245 3.995631 -3.385121 -0.010 0.051 0.014 0.11
H -1.016496 -2.314789 -0.863870 0.010 -0.196 0.126 0.11
H -1.402564 -0.290731 -3.069877 0.190 0.092 -0.128 0.10
H -2.827373 -1.046757 -2.489589 -0.301 0.122 0.040 0.12
H -6.018123 5.154753 -1.762959 0.004 0.082 0.029 0.07
H -0.458513 -3.291714 8.634299 -0.077 -0.047 -0.079 0.12
H 3.220492 -1.214412 -0.216097 0.235 -0.166 -0.152 0.12
H -3.629409 5.817453 -1.186720 -0.036 0.009 -0.040 0.11
H -0.210481 -3.566953 4.639884 -0.094 -0.021 0.076 0.11
H -3.530093 3.383007 -3.941739 0.032 -0.057 0.089 0.11
H 1.216470 -1.496452 8.933860 -0.018 -0.013 0.013 0.08
```
Positions in Å, forces in eV/Å.

## Properties
largest force on an atom	2.497	eV Å⁻¹
spin multiplicity	1
total charge	+1
molecular weight	507.65	g/mol
energy	-55146.263	eV
highest occupied orbital energy	-11.069	eV
HOMO-LUMO gap	7.01	eV



2.
This record from the Open Molecules 2025 dataset describes a molecular structure, C21H40I2NO4S2SiTl. The level of theory is ωB97M-V with the def2-TZVPD basis set.

Geometry as XYZ:
```
72
Properties=species:S:1:pos:R:3:forces:R:3:lowdin_charge:R:1
Tl 2.221794 7.503969 17.440288 0.347 0.507 -0.135 0.80
I 3.144714 4.268518 18.534628 0.385 -0.027 -1.705 0.60
I 2.091684 4.934206 15.003683 -0.004 -0.442 0.251 0.74
S 4.769833 8.613952 15.001198 -1.115 1.559 -0.681 0.20
S 3.662298 8.409967 13.120777 1.213 0.179 1.091 0.56
Si 5.063738 9.301107 11.605806 -0.402 -0.586 -0.503 0.69
O 3.500653 9.784602 18.100130 0.623 0.570 0.172 -0.27
O 4.143730 9.808844 15.578010 -0.009 0.327 0.057 -0.43
O 4.382778 7.470947 15.816884 -0.010 -1.340 0.258 -0.56
O 6.172146 8.803531 14.743087 0.060 -0.696 -0.245 -0.34
N 1.388624 8.217482 21.917976 0.907 -0.670 -1.193 0.09
C 0.052209 10.616506 21.547551 0.359 0.109 1.258 -0.07
C 7.811112 8.324519 11.953004 0.548 0.651 0.740 -0.13
C 4.191281 11.692859 12.894111 -0.090 -0.075 0.427 -0.11
C 4.317444 9.732793 8.795430 -0.144 0.174 0.088 -0.09
C 3.342616 7.648298 9.985381 -0.166 0.353 -0.393 -0.12
C 5.982878 6.625152 11.862285 -0.033 -1.129 -0.731 -0.14
C 5.353204 12.028511 10.745923 -2.242 1.792 0.549 -0.12
C -0.589977 9.527034 22.116294 0.705 -0.941 -0.035 -0.05
C 6.884902 7.864932 9.726780 -0.669 -0.731 1.217 -0.07
C 3.642125 4.264197 16.308864 -0.218 0.758 0.688 -1.01
C 3.423289 9.070045 21.018268 0.349 1.968 0.981 -0.13
C 1.444727 10.553480 21.380269 -0.614 0.818 -0.852 -0.02
C 1.966863 9.284136 21.369659 2.359 0.266 0.785 -0.30
C 3.792891 9.131470 10.134040 -0.036 0.030 0.514 -0.63
C 6.504749 7.938791 11.265354 -0.134 1.616 -0.013 -0.60
C 3.690565 10.862614 19.042960 -0.793 -0.014 0.491 -0.23
C 0.167096 8.314424 22.304570 -2.560 1.322 0.382 -0.15
C 5.363672 11.227588 12.028868 -0.120 -2.544 -0.453 -0.62
C 4.147409 10.311439 20.422905 0.811 0.121 -0.720 -0.18
C 6.726187 11.351057 12.720238 -1.246 2.020 1.012 -0.09
C 2.531220 9.923170 10.515817 -1.395 -1.175 -0.070 -0.14
H 4.191528 7.108098 9.515995 -0.916 -0.175 0.334 0.06
H 3.938205 8.826865 21.974169 -0.208 -0.068 -0.610 0.13
H 7.691560 8.500511 13.055009 0.149 -0.162 -1.031 0.07
H 6.741064 10.875511 13.689362 0.091 -0.723 0.035 0.06
H 3.512754 10.343240 8.368483 0.082 -0.134 -0.151 0.08
H 1.909249 9.835481 9.603117 -0.071 0.508 0.404 0.08
H -0.489402 11.541908 21.397935 0.033 0.054 0.113 0.10
H 8.196287 9.263994 11.473824 -0.083 -0.889 0.569 0.07
H 4.593579 8.987009 8.036219 0.023 0.142 0.360 0.08
H 6.744384 12.428013 13.032851 0.599 -0.417 -0.538 0.10
H 3.963749 3.262748 16.053873 -0.156 0.002 0.108 -0.04
H 4.456827 11.593950 18.736593 -0.172 -0.473 -0.282 0.12
H 3.084149 7.243083 10.984937 0.306 -0.059 -0.702 0.02
H 5.141866 9.943122 20.154402 0.208 -0.011 0.396 0.11
H 2.741727 11.436101 19.116612 0.402 -0.404 -0.087 0.11
H 7.557943 8.693901 9.411579 -0.678 -0.495 0.212 0.09
H 5.063466 6.236701 11.321791 1.163 0.379 0.692 0.07
H 3.287244 11.798842 12.273551 0.367 0.085 0.437 0.06
H 5.412855 13.071759 11.093388 0.567 0.104 -0.147 0.09
H 3.947721 11.004082 13.724213 0.228 0.594 -0.435 0.03
H 6.812780 5.865384 11.746373 -0.829 0.512 0.174 0.10
H 2.681479 10.964559 10.788202 -0.084 -0.157 -0.231 0.04
H 3.563852 8.238257 20.361670 -0.072 -0.613 -0.443 0.08
H 1.912515 9.409384 11.314828 0.885 0.680 -0.638 0.07
H 2.396505 7.549170 9.368437 1.117 0.207 0.329 0.10
H 4.344868 11.190187 21.113439 -0.579 -1.117 -0.509 0.13
H 4.312999 12.102047 10.253099 1.791 -0.772 0.310 0.10
H 4.398179 5.030991 16.120406 0.056 -0.326 0.523 -0.06
H 5.715030 6.720264 12.937230 0.409 -0.082 -0.797 0.04
H 7.578618 11.082384 12.120073 0.180 0.055 -0.163 0.06
H 7.438469 6.903208 9.655730 -0.226 0.523 -0.406 0.09
H 2.093979 11.462354 21.242671 -1.026 -1.193 -0.277 0.13
H 4.438656 12.678211 13.316592 -0.077 -0.065 -0.046 0.09
H -0.246372 7.406403 22.746438 -0.244 0.411 0.119 0.11
H 5.953544 7.822338 9.140323 0.839 -0.029 -0.149 0.03
H -1.596791 9.656059 22.487863 -0.154 -0.376 -0.265 0.09
H 5.140116 10.441979 8.949370 -0.061 -0.508 -0.255 0.05
H 6.175716 11.833089 10.097731 0.386 -0.162 -0.748 0.07
H 3.974780 9.938312 17.228380 -0.523 -0.009 0.552 0.03
H 8.575116 7.525996 11.812336 -0.385 0.392 0.012 0.09
```
Positions in Å, forces in eV/Å.

## Properties
largest force on an atom	2.922	eV Å⁻¹
spin multiplicity	1
energy above the lowest of the compared OMol25 structures with the same formula, charge and spin	0.000	eV
total charge	0
molecular weight	920.97	g/mol
energy	-82548.829	eV
highest occupied orbital energy	-8.424	eV
HOMO-LUMO gap	7.44	eV



3.
This record from the Open Molecules 2025 dataset describes a molecular structure, C21H41AsGaN5OSi. The level of theory is ωB97M-V with the def2-TZVPD basis set.

Geometry as XYZ:
```
71
Properties=species:S:1:pos:R:3:forces:R:3:lowdin_charge:R:1
As 2.457426 -1.015390 -1.488827 -0.005 0.043 0.023 1.12
Ga 0.554124 0.285550 -0.581866 0.146 0.051 0.101 0.31
Si -1.733809 -0.908330 -2.444096 0.103 0.067 0.006 0.40
O 1.001927 0.198722 1.259863 -0.058 -0.198 -0.031 -0.05
N -0.049523 0.709492 3.196270 -0.015 -0.014 -0.065 -0.09
N 0.227940 -1.510444 2.566286 0.032 -0.049 -0.002 -0.09
N 0.897296 2.185488 -1.012537 -0.103 -0.007 -0.079 0.04
N 1.643230 4.202638 -1.265629 -0.017 -0.016 0.011 0.15
N -1.175108 -0.215831 -0.921207 0.079 -0.090 -0.028 -0.13
C 0.198859 -2.079512 3.916855 0.005 -0.002 0.007 -0.01
C 0.373099 -0.204496 2.324979 0.009 0.169 0.049 -0.41
C 1.897324 3.009013 -0.714742 0.036 -0.019 -0.013 -0.33
C -3.214477 1.519345 1.669051 -0.028 -0.017 -0.052 -0.08
C -3.981216 0.473776 2.165679 -0.038 0.011 -0.027 -0.08
C 0.428421 -2.488531 1.506387 0.010 0.012 0.018 -0.02
C -3.792484 -0.806904 1.666343 0.012 -0.026 -0.024 -0.06
C -2.850362 -1.046396 0.673101 0.016 0.091 0.044 -0.04
C -2.279670 1.285795 0.671073 -0.020 -0.092 -0.059 -0.05
C -0.019885 2.894828 -1.780927 0.030 0.036 0.034 -0.09
C -0.383241 -0.536088 -3.702818 -0.038 -0.028 0.014 -0.17
C 0.368753 2.098308 3.060341 -0.017 0.050 0.007 0.00
C -3.312165 -0.060591 -2.919350 -0.044 0.015 -0.036 -0.14
C -2.094479 0.002528 0.149273 -0.043 0.041 0.040 -0.36
C 0.441810 4.154281 -1.939683 -0.008 -0.013 -0.022 -0.02
C -1.923625 -2.761477 -2.379355 -0.020 -0.049 -0.007 -0.16
C 3.379541 -0.223763 -2.986386 -0.014 -0.009 0.015 -0.23
C 1.992121 -2.817351 -2.012736 0.082 -0.039 -0.005 -0.23
C -1.164854 0.489416 4.117408 0.007 0.015 0.091 -0.02
C 3.820264 -1.209134 -0.131617 -0.004 -0.048 -0.011 -0.24
C 3.108587 2.690276 0.085881 -0.035 0.034 0.010 0.02
H 4.368626 -0.274479 -0.030148 -0.013 0.004 0.012 0.04
H -0.932823 2.441456 -2.127944 0.013 0.000 -0.018 0.12
H 0.456121 2.531457 4.055419 -0.004 -0.012 -0.003 0.11
H -0.823999 0.404503 5.148880 0.003 -0.008 0.004 0.11
H -0.048043 0.505080 -3.704373 -0.004 0.018 0.002 0.03
H -0.798483 -0.733489 -4.694918 0.008 0.040 -0.015 0.06
H 4.248463 -0.832430 -3.230839 -0.004 -0.005 -0.012 0.06
H -1.067948 -3.247794 -1.902471 -0.041 0.008 -0.013 0.01
H -1.720395 2.111205 0.244087 -0.015 0.040 0.029 0.10
H -1.990567 -3.148231 -3.399718 -0.010 -0.030 0.007 0.05
H 0.028741 -2.130508 0.559651 -0.028 0.064 -0.026 0.05
H 3.206644 3.383164 0.922398 0.014 -0.009 0.002 0.10
H -3.117841 0.944313 -3.301704 -0.021 0.010 0.010 0.04
H 0.924838 -2.891388 3.952183 0.000 -0.002 0.007 0.11
H 0.035538 5.004210 -2.458202 0.000 0.003 0.004 0.14
H 2.853199 -3.461541 -1.843179 -0.004 -0.005 0.004 0.05
H 4.511703 -1.995191 -0.430955 0.002 0.008 -0.008 0.05
H 1.732774 -2.839721 -3.069065 0.000 0.010 0.030 0.04
H 1.144909 -3.170581 -1.429945 0.033 -0.010 0.011 0.02
H 1.485967 -2.752017 1.407888 -0.043 -0.016 -0.036 0.10
H -1.832533 1.345896 4.039189 0.034 -0.023 0.006 0.09
H 3.035726 1.682818 0.490392 -0.005 -0.001 0.018 0.06
H -3.996953 0.031278 -2.073959 0.003 -0.032 -0.001 0.04
H -4.389385 -1.627971 2.042056 -0.008 0.003 0.004 0.12
H 3.704870 0.778803 -2.713459 0.010 -0.003 -0.013 0.03
H 3.359047 -1.464008 0.820018 0.031 0.023 -0.011 0.03
H 0.487483 -1.189982 -3.617841 -0.044 0.036 0.022 -0.01
H 2.712591 -0.167728 -3.843492 -0.004 -0.003 -0.007 0.04
H -3.828566 -0.616961 -3.703955 -0.009 0.018 -0.013 0.05
H -0.126344 -3.387562 1.768802 0.012 -0.005 -0.002 0.11
H -3.366880 2.527311 2.035502 -0.007 -0.003 0.006 0.12
H -1.726190 -0.393429 3.828684 0.003 0.008 0.000 0.09
H -0.784028 -2.479780 4.163263 -0.003 0.009 0.003 0.11
H 0.489241 -1.336941 4.652331 0.003 -0.005 -0.011 0.09
H -2.709118 -2.046871 0.285955 -0.011 -0.048 -0.018 0.10
H 4.011217 2.774127 -0.520756 0.003 -0.017 -0.005 0.10
H -0.370515 2.668736 2.492378 0.011 -0.016 -0.007 0.10
H -4.729683 0.657731 2.924567 0.002 0.000 0.007 0.12
H -2.825808 -3.084450 -1.858979 -0.019 0.018 0.023 0.04
H 1.332240 2.153568 2.566473 0.040 0.007 -0.006 0.08
H 2.240331 5.012211 -1.191232 0.010 0.009 0.005 0.18
```
Positions in Å, forces in eV/Å.

## Properties
largest force on an atom	0.208	eV Å⁻¹
spin multiplicity	1
energy above the lowest of the compared OMol25 structures with the same formula, charge and spin	0.000	eV
total charge	+2
molecular weight	552.32	g/mol
energy	-153023.887	eV
highest occupied orbital energy	-13.533	eV
HOMO-LUMO gap	9.04	eV